Entry 1:
{"formula": "C21H40N8O5P2", "method": "ωB97M-V with the def2-TZVPD basis set", "homo_energy_ev": -8.0, "gap_ev": 7.33, "largest_force_ha_per_bohr": 0.097, "smiles": "N#COc1ccc2c(c1)C(=O)NC2=O.CN(C)P(=O)(N(C)C)N(C)C.CN(C)P(=O)(N(C)C)N(C)C", "species": ["N", "C", "O", "C", "C", "C", "C", "C", "C", "C", "O", "N", "C", "O", "H", "H", "H", "H", "C", "N", "C", "P", "O", "N", "C", "C", "N", "C", "C", "H", "H", "H", "H", "H", "H", "H", "H", "H", "H", "H", "H", "H", "H", "H", "H", "H", "H", "C", "N", "C", "P", "O", "N", "C", "C", "N", "C", "C", "H", "H", "H", "H", "H", "H", "H", "H", "H", "H", "H", "H", "H", "H", "H", "H", "H", "H"], "xyz": [[3.8065, -4.6748, 0.0368], [3.5846, -3.7136, -0.5613], [3.3175, -2.6024, -1.1874], [2.1671, -1.9793, -0.6237], [2.3603, -0.9884, 0.3288], [1.2495, -0.3749, 0.8860], [0.0092, -0.7985, 0.4585], [-0.1671, -1.7979, -0.4831], [0.9330, -2.4015, -1.0611], [-1.6192, -2.0346, -0.6923], [-2.1171, -2.8332, -1.4303], [-2.3253, -1.1301, 0.1743], [-1.3519, -0.3484, 0.8734], [-1.5990, 0.5165, 1.6615], [3.3662, -0.7002, 0.6146], [1.3398, 0.3991, 1.6339], [0.8237, -3.1867, -1.7969], [-2.8252, -1.7323, 0.8286], [7.5425, 2.4991, -0.7890], [6.3472, 2.9466, -0.0964], [5.2032, 2.9939, -0.9997], [5.9157, 2.3198, 1.4489], [5.2956, 1.0000, 1.1058], [7.2196, 1.7746, 2.4319], [8.6151, 1.9547, 2.1015], [6.9987, 0.5224, 3.1472], [5.9312, 3.8326, 2.1882], [6.0127, 5.1261, 1.5175], [5.6587, 3.9117, 3.6211], [7.5648, 2.9360, -1.7885], [7.5957, 1.4066, -0.8912], [8.4456, 2.8548, -0.2967], [4.3237, 3.3902, -0.4838], [4.9416, 2.0056, -1.3966], [5.4162, 3.6647, -1.8345], [8.9411, 1.3025, 1.2818], [9.2342, 1.7274, 2.9725], [8.8290, 2.9946, 1.8437], [7.1927, -0.3603, 2.5252], [5.9741, 0.4567, 3.5068], [7.6516, 0.4837, 4.0224], [7.0059, 5.2783, 1.0961], [5.8295, 5.9246, 2.2376], [5.2743, 5.2407, 0.7254], [6.5522, 4.2393, 4.1586], [5.3648, 2.9429, 4.0205], [4.8434, 4.6068, 3.8340], [-9.2846, -2.4260, -1.1818], [-8.2378, -1.7097, -0.4771], [-8.5260, -1.6228, 0.9492], [-6.5710, -2.0384, -0.7765], [-6.3376, -3.2817, 0.0223], [-6.1643, -2.6145, -2.3444], [-7.0916, -2.6877, -3.4488], [-5.1929, -3.7049, -2.3950], [-6.2433, -0.4483, -1.2397], [-7.1298, 0.6992, -1.0835], [-4.8936, -0.1099, -1.6800], [-10.2552, -2.1477, -0.7675], [-9.1813, -3.5175, -1.1096], [-9.3246, -2.1411, -2.2323], [-7.7612, -1.0296, 1.4586], [-8.5610, -2.6072, 1.4304], [-9.4822, -1.1180, 1.1050], [-7.8268, -3.4943, -3.3291], [-6.5473, -2.8710, -4.3785], [-7.6158, -1.7387, -3.5890], [-5.6611, -4.6864, -2.2429], [-4.4218, -3.5826, -1.6433], [-4.6922, -3.7034, -3.3664], [-7.9736, 0.6302, -1.7700], [-6.5862, 1.6165, -1.3143], [-7.5115, 0.8063, -0.0690], [-4.8989, 0.1541, -2.7418], [-4.2151, -0.9471, -1.5472], [-4.4848, 0.7268, -1.1083]], "forces_ev_per_angstrom": [[0.0, 0.2, -0.3], [0.1, 0.0, 0.2], [-0.1, -0.2, 0.3], [0.1, 0.1, 0.0], [0.2, 0.0, -0.1], [0.0, 0.1, 0.0], [-0.8, -0.2, -0.3], [0.6, 0.4, 0.0], [-0.3, -0.3, -0.2], [0.4, 0.2, -0.1], [-0.2, 0.0, 0.1], [0.7, -1.0, 0.2], [0.4, 0.2, 0.3], [-0.3, 0.0, 0.1], [0.0, 0.0, 0.0], [0.1, 0.0, 0.0], [0.1, 0.0, 0.0], [-0.8, 0.6, -0.1], [0.2, -0.2, 0.1], [0.0, 0.4, 0.0], [-0.2, -0.1, 0.1], [4.7, -0.5, -1.5], [-2.4, 1.0, 1.1], [-0.3, -0.5, 0.3], [0.1, 0.5, 0.1], [0.0, -0.2, -0.3], [-1.8, -0.2, 0.3], [-0.3, 0.1, -0.3], [0.0, -0.1, 0.1], [-0.2, 0.0, 0.0], [0.0, 0.0, -0.1], [0.0, -0.1, 0.1], [0.0, -0.1, 0.0], [0.0, 0.0, 0.0], [0.1, 0.0, 0.0], [0.1, 0.0, 0.0], [-0.1, 0.0, 0.0], [-0.1, 0.0, -0.1], [0.0, 0.0, 0.1], [0.0, 0.0, -0.1], [0.1, 0.1, -0.1], [0.0, -0.1, -0.1], [0.0, -0.1, 0.1], [0.1, 0.0, -0.1], [0.0, 0.0, 0.0], [0.1, 0.0, 0.0], [0.0, 0.0, -0.1], [0.1, -0.2, -0.2], [-0.1, 0.4, -0.1], [0.2, -0.1, 0.1], [-3.1, -1.3, -3.4], [1.8, 1.6, 1.5], [0.5, -0.5, 0.1], [-0.1, 0.5, -0.1], [-0.3, -0.3, 0.2], [1.0, 0.1, 1.5], [-0.1, 0.1, 0.3], [0.1, 0.0, -0.1], [0.1, 0.0, 0.2], [-0.1, 0.0, 0.0], [0.1, -0.1, 0.0], [0.0, -0.1, 0.0], [0.0, 0.0, 0.0], [0.0, 0.0, -0.1], [0.0, 0.0, -0.1], [0.1, 0.0, 0.1], [-0.1, 0.0, 0.1], [0.1, 0.0, 0.0], [-0.1, 0.0, 0.1], [-0.1, 0.1, -0.1], [0.0, -0.1, 0.1], [0.2, -0.1, 0.0], [-0.1, 0.0, 0.0], [0.0, 0.0, 0.0], [-0.1, -0.1, -0.1], [0.0, 0.0, 0.0]], "lowdin_charge": [0.18, -0.33, 0.07, -0.20, 0.05, 0.04, -0.08, -0.07, 0.09, -0.37, 0.14, 0.17, -0.38, 0.14, 0.12, 0.13, 0.15, 0.17, -0.12, -0.33, -0.15, 0.65, -0.30, -0.32, -0.14, -0.14, -0.31, -0.10, -0.11, 0.08, 0.09, 0.06, 0.07, 0.08, 0.08, 0.08, 0.08, 0.08, 0.08, 0.07, 0.08, 0.08, 0.08, 0.07, 0.09, 0.07, 0.08, -0.13, -0.34, -0.15, 0.65, -0.30, -0.32, -0.14, -0.14, -0.30, -0.11, -0.12, 0.08, 0.09, 0.06, 0.07, 0.08, 0.08, 0.08, 0.08, 0.08, 0.08, 0.04, 0.08, 0.08, 0.08, 0.07, 0.09, 0.04, 0.08]}

Entry 2:
{"formula": "C21H41Br4Cl3O4", "method": "ωB97M-V with the def2-TZVPD basis set", "relative_energy_kcal_mol": 531.73, "homo_energy_ev": -8.1, "gap_ev": 8.22, "largest_force_ha_per_bohr": 0.249, "species": ["C", "Cl", "Cl", "Cl", "H", "C", "C", "C", "O", "C", "H", "H", "H", "H", "H", "H", "H", "H", "C", "C", "C", "O", "C", "H", "H", "H", "H", "H", "H", "H", "H", "C", "C", "C", "O", "C", "H", "H", "H", "H", "H", "H", "H", "H", "C", "C", "C", "O", "C", "H", "H", "H", "H", "H", "H", "H", "H", "Br", "C", "C", "Br", "H", "H", "H", "H", "Br", "C", "C", "Br", "H", "H", "H", "H"], "xyz": [[0.0535, 0.1165, 0.3085], [-1.1435, 0.5931, 1.4713], [1.3985, 1.3000, 0.2482], [-0.5917, -0.0535, -1.3921], [0.4112, -0.8869, 0.5392], [-3.0054, -1.1559, -0.2833], [-3.3140, -1.7051, -1.7029], [-2.5076, -0.6764, -2.5178], [-2.8301, 0.5004, -1.7881], [-3.3539, 0.2921, -0.4754], [-1.9251, -1.2173, -0.1522], [-3.6553, -1.4256, 0.5492], [-4.3746, -1.6930, -1.9542], [-2.8892, -2.7029, -1.8127], [-2.9089, -0.5779, -3.5264], [-1.4291, -0.8089, -2.4323], [-4.4167, 0.4610, -0.6486], [-2.9010, 1.1047, 0.0926], [-2.5562, -1.8651, 3.7185], [-1.6045, -0.7082, 3.3781], [-0.2934, -1.4426, 3.0299], [-0.6823, -2.8377, 2.7972], [-1.8513, -3.1839, 3.4434], [-3.3964, -1.9156, 3.0260], [-3.0178, -1.8225, 4.7050], [-1.7291, 0.1659, 4.0172], [-1.9242, -0.4510, 2.3683], [0.3151, -1.3979, 3.9332], [0.2303, -0.9901, 2.1878], [-1.6127, -3.6000, 4.4221], [-2.4227, -3.9853, 2.9750], [-0.0635, -3.6614, 0.8590], [-0.0536, -3.0742, -0.5406], [0.9358, -3.9471, -1.2754], [1.4596, -4.7991, -0.2552], [1.3268, -4.2737, 0.9989], [-0.7984, -4.4494, 1.0233], [-0.1406, -2.8768, 1.6117], [0.4170, -2.0918, -0.5024], [-1.0370, -2.9204, -0.9848], [1.7220, -3.4330, -1.8282], [0.4265, -4.6169, -1.9683], [2.1514, -3.5971, 1.2232], [1.3805, -4.9588, 1.8450], [2.4955, 2.6590, -1.1863], [2.7812, 2.7128, -2.6547], [3.5874, 1.4750, -2.8812], [4.3402, 1.2517, -1.7035], [3.6718, 1.8463, -0.5729], [1.4798, 2.2679, -1.1275], [2.5796, 3.6451, -0.7294], [3.3946, 3.6089, -2.7494], [1.9070, 2.8092, -3.2986], [4.2096, 1.4833, -3.7761], [2.9190, 0.6771, -3.2046], [4.3151, 2.4299, 0.0856], [3.2081, 1.0262, -0.0246], [-1.4658, 3.0027, 0.6523], [-1.4473, 2.6505, -1.2355], [-0.0076, 2.8320, -1.8585], [0.0943, 2.5342, -3.8290], [-2.1554, 3.2841, -1.7695], [-1.7788, 1.6160, -1.3245], [0.6670, 2.1514, -1.3390], [0.4386, 3.7685, -1.5239], [0.4339, 5.0008, -0.3081], [1.4195, 3.7168, 0.9124], [2.9013, 4.1598, 0.9303], [3.9110, 2.7275, 1.9624], [1.2025, 2.7245, 0.5170], [0.9342, 3.8457, 1.8798], [2.9018, 5.0787, 1.5164], [3.2632, 4.2833, -0.0904]], "forces_ev_per_angstrom": [[0.6, 1.1, -1.1], [3.2, 0.1, -3.3], [-4.0, -11.6, 3.8], [6.9, 1.0, 4.8], [0.0, 0.5, 0.1], [-1.4, 0.4, 0.4], [1.4, -0.6, 0.7], [-4.3, -0.3, -0.4], [-1.4, 0.8, -2.8], [-0.2, 0.1, -2.3], [-0.9, -0.7, 0.8], [0.4, -1.2, 0.1], [0.1, 0.0, 0.0], [-0.4, -0.2, -0.1], [0.3, 0.1, -0.1], [-1.9, -1.9, -2.8], [-0.3, -0.1, 0.9], [-0.6, -0.7, 0.4], [-1.7, -0.4, 0.0], [-2.0, -3.1, 0.2], [-0.9, -0.3, 3.1], [-0.4, 2.6, 4.7], [-0.1, 0.4, 2.8], [-0.3, 0.8, 0.0], [0.2, -0.1, 0.1], [0.8, -0.3, 0.1], [-1.6, -1.5, 2.6], [0.6, -0.2, -0.2], [0.0, -1.0, 0.6], [0.3, -0.3, 0.3], [0.1, 0.4, -0.8], [1.7, 0.9, -1.5], [0.7, 0.4, 0.1], [-0.6, -1.4, 0.0], [1.9, -2.2, -2.0], [-1.2, 1.1, 0.4], [-0.2, 0.2, 0.0], [0.3, -1.3, -3.4], [-0.2, -0.3, 0.0], [0.2, -0.4, -0.1], [0.1, 0.2, 0.2], [0.1, -0.1, -0.2], [0.0, 0.9, -0.1], [-0.1, -0.8, -0.5], [3.1, 1.5, -1.5], [1.7, 1.2, -0.2], [0.0, -0.2, -1.1], [0.2, 0.0, -0.2], [0.0, -0.8, -2.8], [6.7, 1.9, -0.2], [-1.5, -1.8, -2.8], [0.3, 0.1, -0.7], [1.8, 0.1, 0.7], [0.7, 0.5, 0.3], [-0.5, -0.7, 0.9], [0.5, -0.7, -2.2], [2.1, 0.1, 0.0], [-1.9, 3.3, -0.5], [1.2, 0.8, -1.8], [-2.9, -1.1, -0.3], [-2.9, -0.2, 0.4], [-0.1, 0.2, 0.4], [0.2, 1.5, -0.2], [-5.6, -1.0, -2.6], [-0.5, -1.3, -2.7], [2.0, 4.4, 3.3], [0.4, 3.5, 0.5], [-1.3, 0.5, 2.5], [-0.8, 2.1, 2.6], [-0.6, 4.2, 1.1], [0.2, 0.1, 0.0], [0.7, -0.2, 0.1], [1.4, 0.9, 1.7]], "lowdin_charge": [-1.01, 0.71, 0.88, 0.91, 0.01, -0.19, -0.11, -0.27, -0.35, -0.22, 0.03, 0.12, 0.12, 0.10, 0.14, -0.07, 0.14, 0.01, -0.15, -0.26, -0.13, -0.21, -0.19, 0.09, 0.11, 0.12, -0.09, 0.13, 0.06, 0.12, 0.13, -0.15, -0.17, -0.17, -0.13, -0.22, 0.13, 0.00, 0.04, 0.09, 0.12, 0.12, 0.12, 0.13, -0.40, -0.20, -0.21, -0.10, -0.33, -0.11, 0.00, 0.13, -0.09, 0.12, 0.11, -0.05, 0.01, 0.76, -0.58, -0.69, 0.79, 0.08, -0.06, -0.08, -0.17, 0.82, -0.62, -0.51, 0.79, -0.22, 0.06, 0.07, 0.06]}

Entry 3:
{"formula": "C21H41F3NO15", "method": "ωB97M-V with the def2-TZVPD basis set", "relative_energy_kcal_mol": 48.37, "homo_energy_ev": -11.6, "total_charge": 1, "gap_ev": 10.01, "largest_force_ha_per_bohr": 0.241, "species": ["N", "H", "H", "H", "H", "C", "C", "O", "C", "O", "O", "F", "H", "H", "H", "C", "C", "O", "C", "O", "O", "F", "H", "H", "H", "C", "C", "O", "C", "O", "O", "F", "H", "H", "H", "C", "O", "C", "C", "O", "C", "C", "O", "C", "H", "H", "H", "H", "H", "H", "H", "H", "H", "H", "H", "H", "H", "H", "C", "O", "C", "C", "O", "C", "C", "O", "C", "H", "H", "H", "H", "H", "H", "H", "H", "H", "H", "H", "H", "H", "H"], "xyz": [[-0.2482, 0.1265, -0.0281], [-0.2642, -0.8425, 0.2389], [-1.0922, 0.4375, 0.2699], [-0.1222, 0.0785, -1.0501], [0.4628, 0.6985, 0.6299], [-3.0082, -0.7385, 5.6849], [-3.2732, 0.6735, 5.2779], [-2.6912, 0.9185, 4.0389], [-1.9982, -0.1975, 3.6389], [-1.4812, -0.3695, 2.5439], [-2.2632, -1.1515, 4.5119], [-2.5732, 1.4455, 6.2479], [-3.9102, -1.0405, 5.7849], [-2.2442, -0.9515, 6.5279], [-4.2932, 0.8405, 5.4989], [3.7278, -4.6615, -2.2471], [3.1058, -5.5315, -1.2221], [2.0408, -4.7075, -0.7031], [2.2798, -3.4715, -0.9681], [1.6768, -2.4735, -0.5781], [3.3568, -3.4185, -1.8051], [3.8668, -5.5955, -0.0921], [3.4388, -4.9825, -3.3241], [4.8068, -4.7795, -2.1951], [2.7048, -6.6405, -1.7441], [5.1288, 1.5095, 3.1259], [4.7398, 0.0445, 3.3479], [3.5258, 0.0305, 2.7479], [3.0978, 1.2755, 2.3239], [1.9878, 1.5035, 1.8649], [4.1278, 2.1175, 2.6099], [4.6408, -0.2205, 4.5809], [5.8728, 1.3335, 2.4889], [5.5888, 1.9895, 4.1129], [5.4618, -0.6575, 2.8889], [-0.7262, -0.7095, -4.2961], [-0.6322, 0.4015, -3.3401], [-1.6572, 1.3295, -3.3981], [-2.9882, 0.6665, -2.8101], [-2.7202, 0.1185, -1.7601], [-3.8102, -0.6045, -1.2081], [-3.4142, -1.5415, -0.0861], [-2.3012, -2.4495, -0.3191], [-2.0842, -3.3975, 0.7779], [-0.9142, -0.3125, -5.2121], [-1.4912, -1.4815, -4.1171], [0.2258, -1.3955, -3.9601], [-1.7962, 1.5245, -4.4901], [-1.4302, 2.1285, -2.7751], [-3.4002, 0.0115, -3.7041], [-3.7962, 1.3105, -2.4341], [-4.1532, -1.2505, -1.8901], [-4.5662, -0.0695, -0.9161], [-4.2842, -2.0015, 0.0669], [-3.3702, -1.0345, 0.7849], [-1.7612, -2.9275, 1.8009], [-1.1462, -3.9025, 0.7489], [-2.7642, -4.2975, 0.8759], [-3.1202, 2.3575, 0.8079], [-2.1802, 2.8105, -0.1381], [-1.1342, 3.7295, 0.4299], [0.0268, 4.1095, -0.4561], [0.5778, 3.0875, -0.8921], [1.7818, 3.3245, -1.6571], [2.0878, 2.1525, -2.6601], [2.5498, 1.0055, -1.9461], [2.8818, 0.0115, -2.7901], [-3.3572, 3.0395, 1.5879], [-2.9292, 1.4825, 1.3829], [-4.0092, 2.2615, 0.0109], [-0.6312, 3.2265, 1.3299], [-1.6662, 4.5125, 0.6899], [0.6668, 4.6665, 0.1879], [-0.3532, 4.7615, -1.1751], [2.3718, 3.3355, -0.7891], [1.8678, 4.2535, -2.2731], [2.9898, 2.4435, -3.3681], [1.3358, 1.6635, -2.9191], [3.7958, 0.2575, -3.3021], [2.0428, -0.3735, -3.2891], [3.2098, -0.8275, -2.1381]], "forces_ev_per_angstrom": [[4.5, -0.1, 1.1], [0.4, -0.9, 0.5], [-3.7, 1.6, 0.3], [0.1, 1.0, 0.2], [-1.1, -1.6, -2.4], [8.1, 2.1, -1.1], [3.0, 1.4, 3.1], [-0.3, 0.3, -0.2], [-1.4, -0.8, -1.8], [-0.5, 0.9, 2.5], [0.4, -2.2, -0.2], [-0.6, 0.2, -0.9], [-5.5, -4.0, 0.5], [-1.9, 0.8, -1.0], [-1.2, 1.3, -1.1], [0.8, -1.8, -1.7], [-1.9, -2.5, -0.1], [-1.6, -2.7, -0.1], [-0.3, 3.8, -0.4], [1.3, -2.5, -0.8], [-0.4, 2.6, -0.3], [0.7, -1.3, -0.6], [0.0, 1.0, 1.7], [0.2, 0.1, 0.0], [1.1, 3.2, 2.4], [4.1, -2.2, 6.1], [1.8, 1.7, -2.8], [-3.0, -0.4, -1.8], [-1.1, -0.7, 0.5], [3.0, -0.2, 0.9], [-6.1, 3.4, -2.9], [-0.7, -1.5, 4.9], [3.5, 0.7, -3.0], [-1.3, -0.9, -2.0], [-0.6, 0.1, 0.0], [2.2, -2.4, 5.3], [0.9, -2.0, 0.2], [-2.8, -1.9, -1.6], [-2.3, 5.0, -9.6], [3.1, -6.9, 9.8], [6.5, -2.7, 0.5], [2.7, 0.2, -2.1], [-0.5, -0.2, 1.2], [0.3, 0.4, 1.8], [0.5, 0.9, -3.1], [-0.5, 0.8, 0.5], [-1.8, 2.1, -1.9], [-0.3, 0.8, 0.9], [0.8, 1.7, 0.8], [0.4, 0.6, 1.5], [-0.5, 1.7, -2.1], [-1.3, -2.2, -3.4], [-4.1, 3.8, 1.8], [-3.6, -3.0, 0.4], [1.4, 1.9, 3.2], [-1.9, -0.1, -1.5], [1.1, -0.3, -1.7], [-0.1, 1.6, -0.2], [-2.4, 0.6, -3.3], [2.9, 0.7, 0.4], [1.6, -5.4, 0.5], [-4.6, 4.6, 3.4], [3.2, -7.3, -5.0], [-0.3, -1.3, -1.3], [7.9, 4.0, 3.8], [0.6, 1.8, 3.1], [2.1, -2.4, 1.8], [-0.4, 1.4, 0.3], [0.7, -1.4, -0.2], [1.2, -0.3, 2.6], [-1.0, 0.5, -0.9], [-2.2, 4.2, 1.7], [0.7, 1.2, 0.9], [-0.6, 1.5, -1.8], [2.6, 0.3, 0.3], [-0.8, -0.3, 0.9], [-2.3, -0.2, 0.8], [-7.6, -2.1, -4.5], [0.1, 0.1, -1.3], [-1.0, -0.3, -1.7], [-0.3, 0.3, -0.3]], "lowdin_charge": [0.35, 0.09, 0.03, 0.13, 0.18, 0.00, -0.26, 0.15, -0.49, 0.12, 0.09, 0.01, 0.07, 0.20, 0.16, -0.13, -0.27, 0.15, -0.54, 0.12, 0.07, 0.08, 0.17, 0.15, 0.24, -0.17, -0.43, 0.15, -0.40, 0.13, 0.13, 0.16, 0.09, 0.20, 0.18, -0.04, -0.24, -0.15, -0.34, -0.10, -0.11, -0.15, -0.15, -0.09, 0.05, 0.08, 0.14, 0.14, 0.09, 0.16, 0.14, 0.10, 0.08, 0.09, 0.07, 0.11, 0.05, 0.11, -0.11, -0.20, -0.09, -0.36, -0.11, -0.06, -0.11, -0.20, -0.15, 0.07, 0.04, 0.14, 0.15, 0.07, 0.13, 0.12, 0.11, 0.15, 0.18, 0.01, 0.10, 0.06, 0.09]}